# 1
A structure of composition C19H30Cl2IrNO4P2 at a distorted geometry. Source: the OMol25 dataset; level of theory: ωB97M-V with the def2-TZVPD basis set.

Cartesian coordinates (Å):
C: -3.17474 0.45089 3.05957
H: -0.45657 -0.34125 -3.41812
H: 3.42172 1.22620 0.45492
H: 1.21696 -0.55900 -1.42987
H: -3.25153 1.68426 -0.19102
O: 3.00029 -2.64182 -1.28004
C: 0.59547 2.25107 0.06205
H: -3.22895 -0.00738 4.05640
H: -1.41573 -5.52732 0.02590
H: -2.96395 -1.54655 -2.13779
H: 1.43011 6.05201 0.01022
H: 2.39380 -2.48671 -0.10719
C: 0.38990 3.02609 1.20781
H: -3.41835 -0.97148 -0.51705
C: -2.83077 1.76747 -1.20318
Cl: -4.51082 -0.14965 2.04343
C: -1.14025 -4.46957 0.02118
H: 0.59735 0.24641 -1.49775
O: -1.27478 -0.98747 2.87440
C: 3.46058 0.13715 0.57590
C: 0.70178 4.39095 1.18993
H: 1.81599 4.64151 -2.01332
C: -1.85511 -0.00420 2.38148
H: 4.21000 -0.13485 1.33118
H: 3.40870 -3.50695 -1.35761
C: 1.77633 -0.03857 2.91954
C: -1.21557 0.42639 -3.24432
H: 1.72463 1.05446 3.03913
C: 1.20637 4.98568 0.02725
H: -2.27046 2.70921 -1.28142
Ir: 0.02362 0.25340 0.03779
N: -0.49233 -1.77965 0.03252
O: -1.49923 0.71520 1.36791
C: 1.41783 4.19648 -1.10312
P: 1.86432 -0.45425 1.14818
P: -1.68404 0.42449 -1.49781
H: -2.93123 -3.80245 -1.03782
H: 1.31806 2.21005 -1.97386
H: 0.52966 4.98701 2.08607
C: 1.79241 -2.24241 0.77339
H: -0.79847 1.40988 -3.47574
C: -2.56187 -1.16150 -1.18885
C: -1.63235 -2.18795 -0.56416
C: 1.13086 2.82974 -1.09571
H: 2.15334 -2.76051 1.66942
H: 0.87227 -0.47168 3.37061
H: 3.67062 -0.36482 -0.37556
H: 2.24069 -2.15098 -2.08112
H: 1.83961 -1.29132 -3.53491
H: -3.63461 1.75219 -1.95428
H: -2.09679 0.24616 -3.86703
C: 0.04835 -4.03010 0.57984
C: 0.41169 -2.68624 0.46014
H: 0.76188 -4.70593 1.04701
O: 1.45418 -1.46211 -2.63508
H: 2.67813 -0.40740 3.42886
H: -0.03337 2.56819 2.10308
Cl: -3.20811 2.22898 3.25022
C: -1.97749 -3.53943 -0.57159

Cartesian forces (eV/Å) of the 3 atoms listed first:
C 0.563 -0.065 0.157
H -0.106 0.021 0.066
H 0.103 -0.258 0.023

Calculated values
HOMO-LUMO gap (spin up / spin down)	0.2190 / 0.2010	Ha
DFT total energy	-2804.59552	Eh
maximum force	0.1181	hartree/bohr
charge	+1
LUMO level (spin up / spin down)	-0.07987 / -0.23653	Ha
multiplicity	6
relative energy (zero: lowest compared OMol25 entry of this formula, charge and spin)	0.846	eV


# 2
A structure of composition C19H30Cl3CsGeNO9Si at a distorted geometry. Source: the OMol25 dataset; level of theory: ωB97M-V with the def2-TZVPD basis set.

Cartesian coordinates (Å):
C: 0.28205 2.42819 4.80495
C: -0.40565 2.73722 -2.58851
H: 5.47399 1.10842 4.32687
C: -1.07230 1.57652 -4.70408
C: 1.52476 -1.77666 -0.86497
H: 2.30972 -2.52255 -0.73127
Cl: -0.05748 -2.71140 2.84129
H: -0.76173 2.44565 -5.28922
H: 0.64178 -2.10061 -0.31291
C: -3.53342 -0.62628 0.19461
O: 2.77015 -1.57440 3.23404
C: 2.76617 2.98849 5.16599
H: -0.23829 0.88241 -4.60065
C: -2.76705 2.88924 -3.39471
C: 1.19908 -1.61866 -2.35036
H: -3.08155 3.17569 -2.38991
H: 3.24172 -1.96948 -3.01220
H: -3.02602 -3.79573 -1.07265
C: 2.46341 -1.21018 -3.11032
Cl: -0.81056 -1.61477 6.02782
O: -1.94837 0.82115 -2.61195
H: -4.26856 -3.27355 0.08815
H: -0.17453 3.66309 -3.11974
O: -0.44965 1.46485 4.52495
H: 5.92140 3.13601 5.29762
C: 3.75328 -0.76345 3.40993
O: 5.05897 3.53034 5.46066
O: 0.23617 -0.60877 -2.61236
Cs: -0.24027 0.44621 2.18119
H: -2.88115 -0.72482 1.06483
H: -3.42971 0.38506 -0.20147
C: 3.42424 0.57109 4.10141
H: 2.44640 3.94658 5.55107
H: -3.58445 2.34553 -3.87185
O: 4.90542 -0.94321 3.04373
H: -3.96905 -2.23811 -2.82415
H: 2.22818 -1.07029 -4.16771
H: 1.37989 -3.75749 -2.75762
O: 0.00715 3.60850 5.07058
H: -2.54370 -3.15389 0.50764
H: 0.44474 -2.84625 -3.96703
C: -4.19720 -1.50548 -2.04737
N: 2.14889 0.88392 4.25565
C: 4.10467 2.64533 5.04597
Cl: 2.24110 -3.13209 5.81647
H: 0.48703 2.11189 -2.54998
H: 2.83532 -0.26641 -2.70773
C: 4.44783 1.41709 4.48625
C: -1.53321 1.98715 -3.30109
H: -4.08526 -0.50727 -2.47218
H: -5.22609 -1.65115 -1.71115
H: -4.56287 -0.77589 0.52844
H: -0.26423 -3.18312 -2.37714
H: -0.69239 2.96114 -1.56188
Ge: 1.05872 -1.63783 4.51266
H: -1.88607 1.06821 -5.22549
O: -1.89443 -1.50006 -1.40683
H: 1.85429 -0.82705 -0.44531
C: -3.19698 -1.65358 -0.89142
O: -0.52960 0.56938 -0.27922
H: -2.54753 3.78992 -3.97302
C: 0.66174 -2.94686 -2.90111
C: -3.27048 -3.06268 -0.30130
Si: -0.99586 -0.10806 -1.59657
C: 1.80743 2.07385 4.76165

Cartesian forces (eV/Å) of the 3 atoms listed first:
C 0.575 0.056 0.266
C -0.081 -0.212 0.067
H 0.003 0.006 -0.001

Calculated values
HOMO-LUMO gap (spin up / spin down)	0.2346 / 0.2641	Ha
DFT total energy	-5241.52528	Eh
maximum force	0.0279	hartree/bohr
charge	-2
LUMO level (spin up / spin down)	0.14409 / 0.12817	Ha
multiplicity	2
relative energy (zero: lowest compared OMol25 entry of this formula, charge and spin)	1.779	eV


# 3
A structure of composition C19H30GaN8O4SSb at a distorted geometry. Source: the OMol25 dataset; level of theory: ωB97M-V with the def2-TZVPD basis set.

Cartesian coordinates (Å):
C: 1.63716 0.36053 -0.63949
H: -2.09116 1.76561 -0.58119
C: 2.70429 -1.72798 3.72116
C: 2.44557 -0.09403 0.49754
C: -4.49007 0.95993 -1.23057
S: -0.85333 -1.33471 3.83224
H: -1.62287 -1.29589 -4.55667
N: 4.01937 -0.81842 1.80364
C: -3.58056 0.01911 1.86755
C: 5.03007 0.05818 -0.23638
C: -2.77339 1.61600 0.26098
N: -2.62415 0.21802 0.74130
C: -5.29361 -0.62484 0.35573
O: 4.85072 0.59854 -1.41716
H: -5.22642 -1.65690 0.70322
H: 2.47905 0.40653 -4.23238
H: 4.95404 -1.03009 2.13495
N: 1.86331 -0.60461 1.63455
H: -2.69204 -0.22401 -3.62003
H: -6.05431 1.88394 0.68761
H: 0.62718 3.07029 -2.84724
Sb: -0.04447 0.50508 -3.27129
Ga: -0.39133 -0.47206 1.32906
H: -1.48567 2.45214 6.58632
O: 0.35859 0.12689 -0.62234
H: -6.31834 -0.42632 0.04404
H: 3.91044 0.80827 -1.60057
H: -2.34791 -0.56507 -1.19489
C: -5.02874 1.66461 0.98192
H: -1.37471 0.14349 6.06827
H: 1.66920 -1.15049 -4.56902
C: -1.81993 -0.26688 -4.26674
N: -1.19699 0.81737 5.33256
H: -2.96111 -1.72600 0.00738
C: 3.81044 -0.22087 0.59720
C: -0.68434 2.47643 3.31516
H: -4.74831 2.33694 1.79585
H: -0.46839 3.11870 2.46841
H: -3.31565 0.70886 2.67167
H: 3.65507 -2.16211 4.02235
H: -0.21867 2.92739 -4.41082
H: -1.01132 4.08843 4.73498
C: -0.90095 0.30879 4.09388
H: -3.48794 -1.00581 2.23268
C: -3.04017 -0.69861 -0.35765
C: 2.84034 -1.04643 2.40979
H: 2.38959 -1.02527 4.49261
H: -1.15582 2.95492 -2.89254
N: -0.64558 1.17805 3.08535
N: -4.13064 1.89104 -0.15644
O: 6.09710 -0.24028 0.22286
C: -0.98319 3.02328 4.57055
C: -1.24271 2.13966 5.57992
H: -5.50981 1.16000 -1.55671
N: -4.93886 0.28043 1.45252
H: -3.80703 1.11582 -2.06955
O: 2.17639 0.90175 -1.61211
H: 1.30991 0.27417 -5.58038
N: -4.39273 -0.43253 -0.78689
H: 1.95538 -2.51398 3.65304
H: -2.49494 2.29188 1.07324
C: -0.22733 2.63896 -3.36116
C: 1.56811 -0.06842 -4.57924
H: -1.97650 0.35072 -5.15056

Cartesian forces (eV/Å) of the 3 atoms listed first:
C -0.050 0.141 -0.489
H 0.021 -0.009 0.041
C 0.016 0.077 0.043

Calculated values
HOMO-LUMO gap (spin up / spin down)	0.2545 / 0.2088	Ha
DFT total energy	-4043.73754	Eh
maximum force	0.0261	hartree/bohr
charge	+2
LUMO level (spin up / spin down)	-0.24576 / -0.25724	Ha


# 4
A structure of composition C19H30MoN3OPSi at a distorted geometry. Source: the OMol25 dataset; level of theory: ωB97M-V with the def2-TZVPD basis set.

Cartesian coordinates (Å):
H: 1.12243 3.28100 -1.44105
H: 2.41871 -1.83917 -2.34385
C: 0.49886 -1.78257 4.40172
C: 0.80935 -2.60641 3.32357
H: -0.64270 3.44903 -1.30199
H: -0.08719 0.21821 4.99008
H: -2.38939 1.63413 -2.49312
H: 1.08751 -2.62766 1.13850
C: -3.12780 0.10844 0.30937
H: 5.19349 0.29578 0.17840
C: 1.25705 0.86898 -3.40564
H: -1.48758 1.65364 -4.04339
H: -0.63963 -3.02162 -0.81897
N: -1.77901 0.11518 0.18491
H: -3.15628 1.91908 1.48004
C: -5.30005 -0.85603 -0.21396
C: 0.16076 -0.45535 4.17735
O: 2.18153 1.42481 -0.57428
C: -1.59417 1.15018 -3.07303
H: 1.15363 -0.16637 -3.74591
C: 0.13278 0.01658 2.86367
H: -1.86182 0.10050 -3.23025
H: 2.24663 0.99996 -2.95267
Mo: 0.00660 0.10319 -0.10736
H: 0.54823 -2.19306 5.40817
C: 0.16718 3.06983 -1.93634
H: -7.02496 0.20144 0.56085
H: -0.12587 1.04319 2.59395
H: 4.57015 2.28693 1.23301
C: 4.31837 0.47990 -0.45700
C: -5.93588 0.17531 0.49345
H: 4.12453 -0.42102 -1.04795
H: 2.39891 -2.50197 -0.68891
H: -5.89536 -1.62620 -0.69806
H: -5.65435 1.97299 1.65423
N: 0.45070 -0.78431 1.82989
H: 4.59086 1.27771 -1.16076
H: -3.39500 -1.68975 -0.86477
N: 1.48327 -5.11434 3.67681
Si: 0.07749 -1.87497 -1.45855
H: 2.96016 2.98630 1.13520
C: 3.09090 0.94538 0.34501
C: 3.50108 2.06131 1.33372
H: 3.33203 1.77111 2.37760
C: -3.91576 -0.90202 -0.30795
H: 0.14391 3.57415 -2.91253
C: -3.77795 1.15287 1.03000
H: 1.85363 -3.50864 -2.05425
C: -5.16827 1.16943 1.10853
H: 2.52338 0.09466 0.87513
P: -0.01950 1.26997 -2.15447
C: 1.17686 -3.99483 3.51918
C: 1.87208 -2.48774 -1.64983
C: 0.80950 -2.07507 2.03490
H: 1.14472 1.54915 -4.25980
H: -0.42872 -1.89120 -2.86063

Cartesian forces (eV/Å) of the 3 atoms listed first:
H -0.219 -0.248 -0.126
H -0.006 -0.109 0.203
C -0.033 0.116 0.227

Calculated values
HOMO-LUMO gap (spin up / spin down)	0.1972 / 0.2545	Ha
DFT total energy	-1680.43769	Eh
maximum force	0.0535	hartree/bohr
LUMO level (spin up / spin down)	-0.03611 / -0.03633	Ha
multiplicity	3


Q: What is the maximum force in the third record?
A: 0.0261 hartree/bohr